(1)
{"formula": "C21H46Br6CaCl2F6N4O7S", "method": "the ωB97M-V functional and the def2-TZVPD basis", "max_force_ev_per_a": 6.8, "orbital_gap_ev": 0.89, "elements": ["Br", "Cl", "H", "H", "H", "H", "O", "C", "O", "C", "H", "H", "H", "H", "H", "F", "H", "C", "H", "C", "H", "Br", "H", "C", "Br", "C", "H", "H", "C", "H", "H", "C", "H", "H", "H", "Ca", "C", "Br", "H", "O", "H", "Cl", "H", "F", "H", "F", "C", "F", "C", "C", "S", "O", "O", "O", "H", "H", "H", "H", "N", "H", "F", "H", "H", "N", "H", "H", "N", "C", "H", "H", "O", "Br", "H", "N", "C", "H", "H", "H", "H", "H", "C", "C", "H", "C", "Br", "C", "H", "C", "H", "H", "H", "F", "C", "C"], "xyz": [[-7.10, -2.35, -1.08], [-1.13, 0.53, 6.01], [9.30, -1.55, 0.83], [2.29, 0.00, 3.11], [7.03, -0.54, 1.21], [-3.02, 0.77, -4.62], [-2.23, 4.94, -7.47], [0.38, 1.05, 0.70], [-2.64, 2.58, -7.06], [-1.90, 0.30, 0.56], [7.01, -2.19, 3.51], [3.22, -2.94, -4.63], [-3.90, 1.29, 5.56], [4.27, 0.48, -3.47], [-2.80, 0.55, -0.05], [-5.15, 2.09, -1.25], [-2.24, 0.38, 1.62], [8.26, -0.02, 2.89], [3.20, -0.05, -4.57], [5.17, -0.41, -5.17], [-4.12, -0.82, 7.23], [-4.00, -1.03, -3.24], [4.62, -1.26, 1.47], [1.18, 1.00, -1.53], [-8.83, -0.05, 0.31], [-4.56, 3.99, -8.13], [5.23, 0.53, -5.71], [7.54, 0.69, 3.31], [3.89, -2.84, -3.77], [-5.12, -0.48, 9.44], [8.75, -0.51, 3.74], [-2.34, -1.91, -0.14], [2.81, 0.68, 1.61], [8.03, -2.78, 0.82], [1.74, -1.86, 0.80], [-7.26, 5.01, -7.80], [-7.19, -0.47, -0.63], [-5.64, 0.11, 0.32], [-1.25, -3.68, -0.73], [3.52, -1.14, -2.14], [-6.70, -0.08, 8.71], [-3.70, -0.48, 4.00], [6.11, -0.62, -4.68], [-5.54, 3.11, -7.80], [-0.77, -2.22, -1.59], [-1.33, 2.56, 0.93], [8.54, -2.05, 1.44], [-4.22, 3.72, -9.38], [2.09, -0.02, 2.03], [7.56, -1.05, 2.02], [-3.13, 3.94, -6.95], [-4.76, 1.21, 7.46], [-3.76, 4.27, -5.70], [-1.37, -0.96, 0.32], [-1.77, 2.52, 4.96], [2.56, -2.17, 2.32], [-2.64, -2.61, 0.65], [4.90, -1.21, -5.85], [0.71, 0.34, 1.71], [-0.04, 0.00, 2.31], [-4.02, -2.16, 7.56], [1.55, -0.03, -1.56], [-1.39, 1.25, 3.79], [-0.93, 1.39, 0.34], [3.79, -0.50, 0.05], [0.13, 1.06, -1.86], [1.40, 1.53, -0.16], [-3.39, 1.17, 4.60], [-3.27, -1.46, -0.51], [-5.65, -0.33, 6.45], [6.56, -1.73, 2.78], [-2.63, 1.72, -2.35], [9.05, -2.60, 2.24], [4.11, -0.28, -4.13], [3.82, -1.35, 0.73], [3.87, -2.26, 0.13], [-2.31, -3.05, -2.04], [-5.91, -1.64, 8.38], [1.27, 2.54, -0.19], [4.92, -3.08, -4.07], [3.83, -1.45, -3.24], [-1.64, -2.78, -1.22], [1.81, 1.59, -2.20], [-5.74, -0.58, 8.54], [-5.20, 1.79, -4.15], [-5.04, -0.04, 7.33], [-3.84, 1.86, 3.89], [-3.63, 0.80, -3.73], [9.01, 0.54, 2.33], [-7.21, 0.08, -1.56], [3.58, -3.53, -2.99], [-5.17, 5.23, -8.16], [2.47, -1.44, 1.51], [-1.91, 1.47, 4.72]]}

---

(2)
{"formula": "C21H46ClN8O5P2", "method": "the ωB97M-V functional and the def2-TZVPD basis", "charge": 1, "max_force_ev_per_a": 8.0, "orbital_gap_ev": 5.49, "elements": ["H", "C", "H", "H", "H", "H", "C", "H", "C", "H", "N", "C", "C", "N", "H", "C", "C", "C", "H", "O", "H", "O", "C", "H", "H", "H", "H", "O", "H", "H", "C", "N", "N", "H", "H", "H", "H", "H", "C", "H", "H", "O", "H", "H", "H", "N", "N", "P", "H", "O", "C", "H", "Cl", "C", "H", "C", "C", "H", "H", "H", "P", "H", "C", "N", "N", "H", "H", "H", "H", "H", "C", "C", "H", "H", "H", "C", "H", "C", "C", "H", "H", "H", "H"], "xyz": [[2.30, 2.58, 0.47], [-1.21, 3.37, 3.17], [-7.49, -4.57, 4.26], [5.34, 0.01, -2.63], [-2.29, 3.29, 3.32], [-3.71, 1.61, 0.35], [-1.55, -4.64, 1.43], [-0.48, 1.25, -0.91], [-0.34, -3.40, 3.02], [2.71, 5.02, -4.32], [-1.87, 0.84, 1.00], [-2.98, 1.76, 1.15], [3.79, -0.30, -6.14], [0.32, 1.93, 0.95], [1.27, 2.40, 4.26], [4.77, 1.78, -7.00], [5.05, 3.77, -4.42], [-1.16, -3.83, 4.03], [-6.58, -4.91, 2.76], [-5.31, -2.51, 2.99], [-3.49, 1.63, 2.11], [2.02, 2.62, -3.79], [0.01, 2.11, -0.46], [-5.93, -5.46, 5.60], [3.24, -0.17, -1.85], [-1.56, -1.19, 0.52], [3.54, 5.35, -5.86], [-4.28, -4.42, 4.89], [-3.20, -5.82, 2.12], [-2.96, -0.45, -0.24], [-3.15, -5.16, 4.77], [4.00, 1.14, -5.94], [-7.22, -2.11, 4.14], [1.86, 0.26, -2.85], [-5.26, -6.18, 4.17], [0.03, -3.45, 1.04], [2.10, 4.35, -5.84], [1.60, 3.34, 1.89], [2.92, -0.02, -2.88], [2.99, -0.99, -3.41], [4.79, 1.17, -7.91], [-2.87, -6.10, 5.47], [-7.24, -2.15, 5.16], [2.76, -0.58, -5.96], [5.46, 4.70, -4.83], [-0.58, -3.80, 1.77], [3.84, 3.40, -5.12], [-0.48, 0.86, 2.05], [-0.99, -3.52, 5.05], [-0.95, -0.32, 2.91], [-2.38, -0.48, 0.68], [2.17, 1.67, 1.95], [-1.76, -5.15, -0.20], [-6.25, -2.97, 3.59], [-3.02, -0.88, 1.48], [-2.20, -4.69, 3.68], [-6.52, -4.47, 3.76], [4.88, 3.92, -3.34], [0.91, 2.28, -1.07], [-7.04, -1.16, 3.84], [2.96, 1.94, -4.78], [4.43, -0.88, -5.47], [5.13, 0.89, -3.23], [3.72, 0.99, -3.55], [-0.57, 2.07, 3.26], [-0.17, 2.37, 5.31], [5.80, 1.93, -6.68], [4.35, 2.73, -7.30], [-0.63, 2.99, -0.60], [-1.02, 3.88, 2.22], [3.01, 4.59, -5.28], [-5.47, -5.21, 4.64], [-2.66, 2.80, 1.05], [5.46, 1.75, -2.63], [5.84, 3.03, -4.56], [1.66, 2.40, 1.33], [-0.85, 4.04, 3.95], [0.29, 1.93, 4.42], [-2.40, -5.13, 2.37], [5.76, 0.81, -4.12], [0.47, -2.73, 3.27], [0.47, 0.87, 4.65], [4.02, -0.62, -7.16]]}